Below is 6 unconnected molecules or ions with the total composition C8H28O10 in a non-equilibrium geometry, with properties calculated with the ωB97M-V functional and the def2-TZVPD basis.

```
46
Properties=species:S:1:pos:R:3:lowdin_charge:R:1
O 20.18 -2.28 -20.68 -0.085
H 21.08 -1.95 -20.72 0.010
H 19.64 -1.54 -20.94 0.000
O 18.10 -2.90 -22.54 -0.062
H 18.26 -2.50 -23.39 -0.023
H 17.30 -2.48 -22.22 -0.008
C 16.38 -0.71 -24.59 -0.297
C 17.86 -0.35 -24.89 -0.319
O 18.72 -1.48 -24.81 -0.111
O 16.04 -1.11 -23.25 -0.261
H 16.04 -1.50 -25.26 0.101
H 15.71 0.11 -24.87 0.085
H 18.21 0.50 -24.30 0.080
H 17.94 -0.06 -25.93 0.091
H 19.34 -1.30 -25.52 0.076
H 16.30 -0.37 -22.70 0.010
C 12.09 -3.19 -24.55 -0.212
C 13.53 -2.59 -24.29 -0.254
O 13.78 -2.78 -22.89 -0.113
O 11.97 -4.64 -24.39 -0.097
H 11.84 -2.94 -25.58 0.101
H 11.37 -2.67 -23.92 0.105
H 13.49 -1.53 -24.54 0.102
H 14.19 -3.14 -24.97 0.103
H 14.53 -2.22 -22.65 0.034
H 11.83 -4.90 -23.47 0.067
C 16.25 -5.71 -23.62 -0.253
C 17.44 -6.37 -24.31 -0.265
O 18.69 -5.86 -23.93 -0.054
O 16.37 -5.81 -22.23 -0.055
H 15.27 -6.02 -23.97 0.117
H 16.29 -4.64 -23.79 0.098
H 17.42 -6.26 -25.39 0.109
H 17.43 -7.45 -24.10 0.105
H 19.28 -6.03 -24.67 0.075
H 15.61 -6.22 -21.81 0.076
C 16.14 -4.26 -18.90 -0.254
C 16.84 -5.40 -18.10 -0.252
O 17.43 -6.43 -18.86 -0.049
O 17.06 -3.51 -19.68 -0.084
H 15.69 -3.54 -18.21 0.109
H 15.39 -4.68 -19.57 0.105
H 15.93 -5.81 -17.64 0.100
H 17.45 -4.99 -17.30 0.111
H 17.30 -7.26 -18.39 0.074
H 16.69 -2.64 -19.79 0.061
```

gap between HOMO and LUMO (alpha / beta) = 2.41 / 9.26 eV
energy relative to the best compared isomer or geometry (same formula, charge and spin) = 25.9 kcal per mole
total charge = -1
LUMO (alpha / beta) = 0.10549 / 0.10335 hartree
⟨S²⟩ = 0.750
multiplicity = 2